[1]
Density functional theory data (ωB97M-V/def2-TZVPD) for a 3-piece molecular cluster, C18H26INO8P2S overall.

Properties
HOMO-LUMO gap (eV): 8.24
Multiplicity: 1
Structure (SMILES): Ic1cccc2c1Nc1ccccc1S2.COP(=O)(OC)OC.COP(=O)(OC)OC
Total charge: 0

Last column: Mulliken charge in e.
Atoms and positions in Å:
I (-0.0305, -0.4403, -2.4909)  0.2057
C (0.5635, -2.2228, -1.3503)  -0.1465
C (-0.3819, -3.4486, -1.2938)  -0.5171
C (0.0595, -4.7259, -0.5072)  -0.4253
C (1.4393, -4.7932, 0.2201)  -0.4802
C (2.3506, -3.5446, 0.1629)  0.4849
C (1.9444, -2.2521, -0.5941)  -0.0732
N (2.7851, -1.0452, -0.6742)  -0.0537
C (3.4747, -0.7296, 0.5902)  0.1445
C (3.5826, 0.7753, 0.9782)  -0.4598
C (4.3403, 1.1451, 2.2898)  -0.3964
C (4.9847, 0.1028, 3.2495)  -0.4303
C (4.8699, -1.3979, 2.8711)  -0.5274
C (4.1393, -1.7454, 1.5527)  0.5237
S (3.9927, -3.5447, 1.0574)  -0.3053
H (-1.4077, -3.5026, -1.7890)  0.3130
H (-0.5885, -5.6632, -0.4225)  0.3226
H (1.8225, -5.6986, 0.7913)  0.3153
H (3.4263, -1.0535, -1.4788)  0.2744
H (3.1449, 1.5995, 0.3312)  0.3641
H (4.3917, 2.2612, 2.5391)  0.2866
H (5.5399, 0.3943, 4.2053)  0.3125
H (5.3186, -2.1720, 3.5704)  0.3190
C (-1.6535, 6.2655, -6.0838)  -0.6770
O (-1.0288, 5.2712, -5.2815)  -0.3325
P (-1.9649, 4.2360, -4.4877)  1.0411
O (-3.3222, 4.0567, -5.0446)  -0.7092
O (-1.9223, 4.7695, -2.9762)  -0.2975
C (-2.5525, 6.0086, -2.6941)  -0.6817
O (-1.0851, 2.9051, -4.4262)  -0.2166
C (0.2518, 2.9892, -3.9528)  -0.6709
H (-1.1058, 7.2019, -5.9658)  0.2640
H (-1.6120, 5.9600, -7.1308)  0.2702
H (-2.6928, 6.4339, -5.7962)  0.3193
H (-3.4652, 6.1319, -3.2808)  0.3343
H (-1.8606, 6.8260, -2.9100)  0.2671
H (-2.8091, 6.0344, -1.6343)  0.2510
H (0.2988, 3.5221, -3.0008)  0.3175
H (0.8806, 3.4911, -4.6906)  0.2643
H (0.6282, 1.9762, -3.8028)  0.1686
C (-2.5307, -0.9278, 4.9936)  -0.6841
O (-2.8237, -2.0420, 4.1605)  -0.3460
P (-1.6858, -3.1563, 3.9529)  0.8762
O (-0.6623, -3.2194, 5.0179)  -0.7178
O (-1.1159, -2.8467, 2.4881)  0.0578
C (-0.3846, -1.6444, 2.3018)  -0.2071
O (-2.5148, -4.5046, 3.7404)  -0.3412
C (-3.5549, -4.5224, 2.7736)  -0.5466
H (-2.9570, -0.0321, 4.5388)  0.2610
H (-2.9890, -1.0811, 5.9724)  0.2760
H (-1.4567, -0.7761, 5.1159)  0.3182
H (0.2293, -1.4139, 3.1753)  0.3351
H (-1.0791, -0.8229, 2.1103)  0.2890
H (0.2669, -1.7644, 1.4357)  -0.2633
H (-3.2065, -4.1323, 1.8149)  0.2302
H (-4.4052, -3.9355, 3.1263)  0.2495
H (-3.8767, -5.5551, 2.6323)  0.2505



[2]
Density functional theory data (ωB97M-V/def2-TZVPD) for C39H49N6O3PRhS3Se as an isolated structure.

Properties
HOMO-LUMO gap (eV): 6.76
ΔE to the lowest compared entry with this formula, charge and spin (eV): 0.987
Multiplicity: 1
Total charge: +1

Last column: Mulliken charge in e.
Atoms and positions in Å:
Rh (-0.0780, -0.1617, 0.4482)  0.3264
C (4.5482, -1.1975, -1.6974)  -0.9547
N (4.0023, 0.0790, -1.2781)  0.2612
C (4.7823, 1.1510, -0.8905)  -0.6793
C (3.9502, 2.1601, -0.5931)  -0.4814
N (2.6652, 1.6959, -0.8167)  0.5593
C (2.6915, 0.4051, -1.2229)  0.0662
S (1.3681, -0.5690, -1.7153)  -0.5051
C (1.5209, 2.5177, -0.6561)  -0.1799
C (1.5531, 3.7646, -1.2488)  -0.7247
C (0.4695, 4.6067, -1.0617)  -0.8750
C (-0.5797, 4.1657, -0.2823)  -1.0913
C (-0.5225, 2.8907, 0.2532)  -0.4519
N (0.5042, 2.0525, 0.0604)  0.9604
H (5.6317, -1.1291, -1.6565)  0.3913
H (4.2379, -1.4229, -2.7166)  0.2852
H (4.2132, -1.9751, -1.0252)  0.2811
H (5.8547, 1.0901, -0.8576)  0.4639
H (4.1372, 3.1560, -0.2362)  0.5863
H (2.3975, 4.0495, -1.8605)  0.5904
H (0.4469, 5.5829, -1.5266)  0.4452
H (-1.4547, 4.7723, -0.1087)  0.4608
H (-1.3357, 2.5148, 0.8513)  0.7445
O (-3.6578, 4.1113, -1.2011)  -0.5212
S (-4.4395, 3.0005, -0.6652)  0.3642
O (-5.0881, 2.2074, -1.9995)  -0.5641
N (-3.3795, 1.8773, -0.1232)  -0.4541
C (-2.6712, 1.1689, -0.9648)  0.1772
O (-1.6948, 0.4385, -0.5809)  0.2995
C (-3.0061, 1.0818, -2.3983)  0.4854
C (-2.1587, 0.4441, -3.3073)  -0.3328
C (-2.5207, 0.3138, -4.6317)  -0.9364
C (-3.7471, 0.8194, -5.0628)  -0.3839
C (-4.5944, 1.4623, -4.1826)  -0.7643
C (-4.2185, 1.5988, -2.8515)  0.4004
H (-1.2068, 0.0730, -2.9498)  0.6083
H (-1.8558, -0.1706, -5.3339)  0.4533
H (-4.0378, 0.7181, -6.1003)  0.3829
H (-5.5436, 1.8713, -4.5001)  0.4654
C (-3.0105, -1.7833, 0.1458)  -1.7747
P (-1.3180, -2.0289, 0.7642)  1.9714
C (-0.7881, -3.4206, -0.2607)  -0.9448
C (-1.6593, -2.7246, 2.3933)  0.9704
C (-1.1596, -3.9669, 2.7709)  -0.1297
C (-1.6119, -4.5803, 3.9307)  -0.5601
C (-2.5760, -3.9596, 4.7098)  -0.9036
C (-3.0719, -2.7151, 4.3434)  -0.8031
C (-2.6098, -2.0943, 3.1963)  -0.6397
H (-3.5893, -2.6711, 0.4044)  0.5549
H (-2.9874, -1.6564, -0.9352)  0.4676
H (-3.4705, -0.9036, 0.5905)  0.4623
H (-1.5554, -4.1958, -0.2333)  0.6000
H (0.1641, -3.8353, 0.0507)  -0.3899
H (-0.6924, -3.0548, -1.2837)  0.4347
H (-0.4225, -4.4676, 2.1561)  -0.1129
H (-1.2279, -5.5530, 4.2116)  0.4647
H (-2.9439, -4.4453, 5.6042)  0.4252
H (-3.8180, -2.2257, 4.9543)  0.4491
H (-3.0036, -1.1253, 2.9159)  0.3011
C (0.8184, -5.3269, -2.6370)  -0.8166
C (2.0985, -6.1145, -2.3992)  -0.9581
C (2.8183, -5.7559, -1.0994)  0.0207
C (3.3412, -4.3111, -1.0671)  -1.5901
N (2.4599, -3.3348, -0.4259)  1.9244
C (2.4722, -3.0519, 0.8825)  -0.1863
S (1.7237, -1.6636, 1.5873)  -0.3382
N (3.1245, -3.8910, 1.6889)  -0.0292
C (3.2258, -3.7751, 3.1448)  0.2419
C (3.3948, -5.1368, 3.8065)  -1.2406
C (2.1191, -5.9701, 3.9309)  -0.1299
C (1.5625, -6.4942, 2.6108)  -0.4043
H (0.3442, -5.6248, -3.5717)  0.4995
H (1.0095, -4.2519, -2.6984)  0.0828
H (0.1032, -5.4953, -1.8313)  0.1744
H (2.7889, -5.9549, -3.2331)  0.3508
H (1.8755, -7.1831, -2.3937)  0.4412
H (3.6687, -6.4317, -0.9767)  0.4332
H (2.1596, -5.9231, -0.2422)  -0.2114
H (3.5122, -3.9602, -2.0862)  0.5170
H (4.3174, -4.2709, -0.5709)  0.5403
H (2.0191, -2.6228, -1.0058)  -1.0359
H (3.6060, -4.6715, 1.2708)  0.3357
H (2.3197, -3.2830, 3.4997)  -0.3733
H (4.0680, -3.1271, 3.3970)  0.3645
H (3.7958, -4.9516, 4.8046)  0.4239
H (4.1667, -5.7130, 3.2808)  0.3936
H (1.3610, -5.3726, 4.4476)  0.0879
H (2.3295, -6.8221, 4.5805)  0.3965
H (1.2624, -5.6868, 1.9408)  -0.4559
H (0.6892, -7.1255, 2.7784)  0.4310
H (2.3072, -7.1006, 2.0879)  0.3602
Se (0.0665, 0.7707, 2.6973)  -0.1124
C (-0.6409, -0.0720, 4.2564)  -0.0462
C (-1.7280, 0.5146, 4.8988)  -0.3453
C (-2.1418, 0.0415, 6.1360)  -0.8052
C (-1.4747, -1.0186, 6.7331)  -0.5145
C (-0.3935, -1.6091, 6.0912)  -0.4788
C (0.0270, -1.1367, 4.8585)  0.0061
H (-2.2320, 1.3534, 4.4355)  0.5009
H (-2.9795, 0.5088, 6.6377)  0.4099
H (-1.7932, -1.3811, 7.7021)  0.4284
H (0.1301, -2.4332, 6.5594)  0.4141
H (0.8815, -1.5768, 4.3612)  0.2912



[3]
Density functional theory data (ωB97M-V/def2-TZVPD) for a 2-piece molecular cluster, H3O2P overall.

Properties
HOMO-LUMO gap (spin up / spin down) (eV): 9.02 / 7.76
ΔE to the lowest compared entry with this formula, charge and spin (eV): 3.528
Multiplicity: 1
Total charge: 0

Last column: Mulliken charge in e.
Atoms and positions in Å:
O (1.8936, 0.1539, 0.3962)  -0.6788
O (-1.1021, -0.8197, 0.2991)  -0.3887
P (-0.6491, 0.6797, 0.0040)  0.3678
H (1.8016, 0.8796, 1.1113)  0.2917
H (-1.1005, -1.5001, -0.3409)  0.3509
H (-0.8434, 0.6067, -1.4697)  0.0570



[4]
Density functional theory data (ωB97M-V/def2-TZVPD) for C29H37EuN3O as an isolated structure.

Properties
HOMO-LUMO gap (spin up / spin down) (eV): 1.98 / 4.57
⟨S²⟩: 15.79
Multiplicity: 8
Total charge: -2

Last column: Mulliken charge in e.
Atoms and positions in Å:
Eu (-0.1284, -0.3657, 1.4367)  -4.4196
N (0.6194, -2.8671, 3.2032)  -0.2620
N (0.5019, -2.3091, -0.3987)  0.3892
C (1.0391, 2.1194, 0.6829)  0.5187
C (2.1310, 1.2595, 0.9959)  0.5306
C (2.0176, 0.8794, 2.3691)  0.3790
C (2.8349, -0.1485, 3.0696)  -1.2433
H (3.6489, -0.5032, 2.4237)  0.3380
H (2.2356, -1.0310, 3.3702)  0.1664
H (3.2913, 0.2721, 3.9791)  0.3931
C (0.8564, 1.5223, 2.9150)  0.5808
C (0.2749, 1.2373, 4.2550)  -0.7459
H (0.7199, 1.8816, 5.0285)  0.4380
H (0.4556, 0.1943, 4.5667)  -0.0327
H (-0.8123, 1.4045, 4.2729)  0.3048
C (0.2487, 2.2894, 1.8614)  0.1723
C (-1.0153, 3.0681, 1.9551)  -1.0918
H (-1.7565, 2.5754, 2.6017)  0.2346
H (-1.4723, 3.2120, 0.9663)  0.1805
H (-0.8362, 4.0721, 2.3717)  0.2998
C (3.1914, 0.8083, 0.0523)  -1.2087
H (4.1075, 1.4141, 0.1504)  0.3983
H (2.8617, 0.8899, -0.9922)  0.0546
H (3.4731, -0.2393, 0.2325)  0.2465
C (0.7763, 2.7374, -0.6470)  -1.0733
H (-0.2998, 2.8704, -0.8282)  0.0912
H (1.1697, 2.1160, -1.4631)  0.0453
H (1.2496, 3.7299, -0.7344)  0.4301
C (-0.0378, -3.4297, 4.2225)  -0.0385
H (0.4279, -3.3461, 5.2104)  0.3340
C (-1.2523, -4.1102, 4.0572)  -0.5023
H (-1.7192, -4.5529, 4.9309)  0.3324
C (-1.8187, -4.2158, 2.7805)  -0.2296
H (-2.7909, -4.6936, 2.6376)  0.2963
C (-1.1078, -3.7226, 1.6919)  -0.3121
H (-1.4768, -3.7973, 0.6680)  0.3124
C (0.1698, -3.1098, 1.9281)  0.1563
C (0.9877, -2.5652, 0.8877)  -1.1506
H (2.0092, -2.2380, 1.1069)  0.4675
C (0.0641, -1.0551, -0.8372)  -0.0960
C (0.4813, -3.2284, -1.4671)  -1.0185
H (0.7220, -4.2603, -1.3246)  0.5921
C (0.1921, -2.5307, -2.5726)  -0.4268
H (0.1027, -2.8279, -3.6028)  0.3974
N (-0.0061, -1.2048, -2.1807)  1.5496
C (-0.1948, -0.0967, -3.0508)  -3.5856
C (0.8379, 0.3036, -3.9189)  3.6966
C (0.6223, 1.4291, -4.7223)  -4.0715
H (1.4086, 1.7434, -5.4152)  -0.7988
C (-0.5734, 2.1493, -4.6556)  6.4945
C (-0.8256, 3.3186, -5.5561)  -2.4510
H (-1.3727, 4.1006, -5.0173)  0.3620
H (-1.4376, 3.0267, -6.4197)  0.5550
H (0.1158, 3.7295, -5.9327)  0.6035
C (-1.5429, 1.7796, -3.7218)  -2.7277
H (-2.4682, 2.3567, -3.6416)  -0.7849
C (-1.3617, 0.6671, -2.8992)  2.4329
C (-2.4069, 0.3330, -1.8850)  -1.1517
H (-2.5356, -0.7419, -1.7192)  0.1873
H (-3.3702, 0.7347, -2.2280)  0.4767
H (-2.2137, 0.8107, -0.9082)  -0.1286
C (2.1615, -0.4010, -3.9755)  -1.3894
H (2.1003, -1.3723, -4.4870)  0.4065
H (2.6195, -0.5604, -2.9870)  0.1333
H (2.8587, 0.2229, -4.5514)  0.3978
C (-3.2985, -0.2348, 1.6392)  0.6010
O (-2.2203, -0.2773, 2.5921)  2.2350
H (-3.2922, 0.7556, 1.1549)  -0.2928
H (-4.2690, -0.4160, 2.1262)  1.0530
H (-3.1031, -1.0096, 0.8808)  -0.1511
H (-2.5693, -0.5522, 3.4663)  -0.8803



[5]
Density functional theory data (ωB97M-V/def2-TZVPD) for a 5-piece molecular cluster, C4H17NO5 overall.

Properties
HOMO-LUMO gap (eV): 9.88
ΔE to the lowest compared entry with this formula, charge and spin (eV): 2.071
Multiplicity: 1
Structure (SMILES): CN[C@@H](C)C=O.O.O.O.O
Total charge: 0

Last column: Mulliken charge in e.
Atoms and positions in Å:
C (0.9712, 2.2131, -0.1355)  -1.0934
N (0.2556, 0.9677, -0.3001)  -0.2865
C (-0.3726, 0.3844, 0.9314)  1.0659
C (0.7401, -0.0823, 1.8811)  -1.0937
C (-1.4165, 1.2770, 1.5136)  -0.1293
O (-2.5099, 0.8815, 1.8152)  -0.4567
H (1.3955, 2.3572, 0.8949)  0.2901
H (1.8081, 2.2657, -0.8253)  0.3549
H (0.4587, 3.1624, -0.3296)  0.3133
H (0.8764, 0.2428, -0.6454)  0.4359
H (-0.8178, -0.5717, 0.6253)  -0.5009
H (0.2376, -0.3189, 2.8411)  0.4313
H (1.3242, -0.9054, 1.4839)  0.0487
H (1.4376, 0.7314, 2.1702)  0.3627
H (-1.0921, 2.3305, 1.5559)  0.3248
O (2.4124, -1.5749, -0.1197)  -0.6647
H (2.8428, -1.7780, 0.7206)  0.2996
H (1.8522, -2.3273, -0.3597)  0.3373
O (-1.7006, -2.8811, 0.0829)  -0.6613
H (-2.0436, -2.1185, 0.5602)  0.3039
H (-2.2715, -2.6792, -0.6697)  0.3266
O (-2.1575, -0.6845, -1.4735)  -0.7423
H (-1.3794, -0.9919, -1.9750)  0.4338
H (-1.7841, 0.0846, -1.0179)  0.3569
O (0.4007, -0.3162, -2.8811)  -0.6511
H (0.5746, -0.1353, -3.8062)  0.2752
H (-0.0425, 0.4670, -2.5375)  0.3191



[6]
Density functional theory data (ωB97M-V/def2-TZVPD) for C33H34Cl2I2N3O10S2V as an isolated structure.

Properties
HOMO-LUMO gap (eV): 0.87
Multiplicity: 1
Total charge: 0

Last column: Mulliken charge in e.
Atoms and positions in Å:
C (3.4391, 1.4200, -2.8633)  -0.7537
C (4.4151, 1.7074, -1.6260)  0.1752
I (6.5329, 2.0990, -2.0399)  0.0624
C (3.9165, 1.7312, -0.2949)  -1.1769
I (5.3676, 2.1581, 1.3156)  0.1416
C (2.3979, 1.5053, 0.1074)  1.2729
C (1.2666, 2.4883, -0.3853)  0.2529
O (1.4513, 3.6110, -1.2358)  -0.4343
C (2.3694, 4.5918, -0.6758)  -0.8385
C (2.1586, 4.9056, 0.8809)  0.4071
C (3.0138, 6.2665, 1.1792)  -0.9082
O (0.7734, 5.2327, 1.1661)  -0.5017
C (-0.1930, 2.1706, 0.0711)  0.3005
C (-1.4814, 3.0315, -0.3038)  -0.6429
C (-1.5627, 3.5030, -1.8379)  -0.3212
C (-3.0472, 4.1522, -2.0277)  -0.2299
Cl (-4.2642, 2.8154, -2.4485)  -0.3191
C (-0.4501, 0.8955, 0.9884)  0.2290
N (-1.7512, 0.4360, 1.4758)  -0.5458
S (-1.4642, -1.0029, 2.3812)  0.1259
N (0.2368, -1.2607, 2.3238)  -0.5046
C (0.6438, -0.1159, 1.5109)  0.2108
C (2.1108, 0.2546, 1.0166)  -0.2887
S (3.4484, -0.9276, 1.5655)  -0.1640
H (4.1120, 1.1805, -3.7672)  0.3917
H (2.6948, 0.5759, -2.6470)  0.2306
H (2.9128, 2.4234, -3.1020)  0.1602
H (3.4670, 4.3183, -0.8837)  0.3045
H (2.1839, 5.5825, -1.2445)  0.4080
H (2.5863, 4.0663, 1.5546)  0.2355
H (2.3546, 7.1721, 0.9270)  0.3379
H (3.8673, 6.2808, 0.3935)  0.2714
H (3.4602, 6.2890, 2.2278)  0.0838
H (0.5536, 4.7698, 2.0056)  0.3481
H (-1.6056, 3.9781, 0.3440)  0.3198
H (-2.4322, 2.3992, -0.0995)  0.3056
H (-0.8409, 4.3988, -1.9499)  0.1180
H (-1.3317, 2.6921, -2.6071)  0.2832
H (-3.0194, 4.9873, -2.8063)  0.4460
H (-3.3750, 4.6531, -1.0303)  0.0154
H (3.4850, -2.0204, 0.7049)  0.1274
O (6.0059, 5.8913, 2.0626)  -0.8176
V (6.3939, 6.0020, 3.7541)  1.5017
O (6.7824, 6.1110, 5.4449)  -0.8460
C (-4.8163, 7.0322, -0.4765)  0.7666
O (-5.8516, 7.7202, -0.2813)  -0.7429
O (-4.8739, 5.8504, 0.1880)  -0.4983
O (-3.8005, 7.2597, -1.1536)  -0.6619
H (-5.7552, 6.0638, 0.5550)  0.2876
C (-7.0292, 0.9944, -2.6193)  -0.5715
C (-8.3738, 1.5333, -2.9802)  0.2854
O (-8.7217, 2.6813, -2.9094)  -0.4346
N (-9.4399, 0.6520, -3.4011)  -0.0689
C (-9.4513, 0.4428, -4.8761)  -0.8165
H (-6.2598, 1.5843, -3.1190)  0.0740
H (-6.8975, 1.0463, -1.5365)  0.4148
H (-6.9354, -0.0460, -2.9408)  0.3314
H (-9.3623, -0.2437, -2.9148)  0.4030
H (-10.2894, 1.1651, -3.1416)  0.3742
H (-10.2392, -0.2774, -5.0984)  0.3584
H (-8.4825, 0.0464, -5.1829)  0.3492
H (-9.6610, 1.3955, -5.3626)  0.3380
C (4.6265, -10.0021, 3.1020)  -0.5645
C (5.4171, -9.5330, 2.0533)  -0.2381
C (5.0438, -8.3748, 1.3580)  -1.1068
C (3.8721, -7.6966, 1.7082)  0.6110
C (3.0725, -8.1819, 2.7400)  0.1700
C (3.4589, -9.3325, 3.4458)  -0.5403
C (1.8038, -7.5021, 3.0894)  0.5931
O (1.1061, -7.9254, 3.9954)  -0.6627
C (1.3940, -6.3095, 2.3171)  0.2666
C (0.1737, -5.6910, 2.5958)  -0.6720
C (-0.2098, -4.5616, 1.8819)  -0.5193
C (0.6212, -4.0384, 0.8959)  -0.4175
C (1.8346, -4.6540, 0.6111)  -0.8362
C (2.2191, -5.7969, 1.3151)  0.3165
C (3.4953, -6.4650, 0.9806)  0.5859
O (4.2246, -6.0124, 0.1149)  -0.6692
H (4.9197, -10.8936, 3.6464)  0.4106
H (6.3213, -10.0616, 1.7778)  0.5027
H (5.6647, -8.0097, 0.5477)  0.6057
H (2.8449, -9.7056, 4.2596)  0.4758
H (-0.4802, -6.0893, 3.3655)  0.4724
H (-1.1612, -4.0850, 2.0958)  0.4134
H (0.3202, -3.1526, 0.3463)  0.4698
H (2.4772, -4.2452, -0.1625)  0.6425
Cl (5.5975, -10.0005, -0.3554)  -0.2720



E_tot
In order: -74468.73039, -166467.57656, -13429.43381, -56513.61677, -16150.22436, -148301.63341
Unit: eV